Entry from the OMol25 dataset: an isolated molecule of C6H10O (the ωB97M-V functional and the def2-TZVPD basis).

Last column: Löwdin charge in e.
Atoms and positions in Å:
C -1.614 0.200 1.117  -0.10
C -2.029 0.221 -0.307  -0.11
C -0.918 -0.747 0.180  -0.23
C 0.596 -0.581 -0.081  -0.47
C 0.234 -0.117 -1.403  0.17
C 2.456 0.734 0.361  -0.11
O 1.171 0.355 0.795  -0.17
H -1.004 1.023 1.473  0.11
H -2.277 -0.248 1.852  0.11
H -2.950 -0.285 -0.583  0.11
H -1.784 1.084 -0.910  0.09
H -1.227 -1.787 0.196  0.14
H 1.080 -1.563 0.049  0.15
H 0.006 -1.016 -2.004  0.04
H 2.410 1.211 -0.628  0.08
H 3.132 -0.136 0.306  0.09
H 2.851 1.442 1.094  0.09

The lowest unoccupied orbital energy comes out at 0.775 eV. As for the HOMO-LUMO gap: 9.3 eV. The value obtained for the HOMO energy is -8.48 eV. The total energy is -8426.42148 eV. The net charge is 0.